Record 1
This record from OMol25 describes 2 unconnected molecules or ions with the total composition C46H45BF6N2O2S. The level of theory is wB97M-V/def2-TZVPD.

Output
- ΔE to the lowest compared entry with this formula, charge and spin (kcal per mole) = 0.0
- molecular weight (g/mol) = 814.75

Geometry as ORCA input:
```
! RIJCOSX wB97M-V def2-TZVPD def2/J DEFGRID3
* xyz 0 1
F -5.094 -0.157 -1.940
C -5.163 -0.643 -0.672
F -5.300 0.432 0.181
F -6.333 -1.360 -0.565
C -3.996 -1.492 -0.274
N -4.126 -1.886 1.136
C -4.943 -2.989 1.428
C -5.043 -4.078 0.538
C -6.024 -5.048 0.728
C -6.911 -4.958 1.806
C -6.778 -3.912 2.728
C -5.787 -2.946 2.555
C -3.327 -1.268 2.090
C -3.013 -1.898 3.314
C -1.992 -1.411 4.107
C -1.204 -0.313 3.711
C 0.104 -0.117 4.389
C 1.125 -1.165 3.847
C 2.059 -1.847 4.713
C 3.054 -2.596 4.170
C 3.170 -2.738 2.754
N 4.416 -3.005 2.208
C 5.574 -2.387 2.879
C 6.123 -1.302 2.000
F 7.098 -0.541 2.572
F 6.620 -1.813 0.833
F 5.093 -0.447 1.634
C 4.704 -3.941 1.199
C 4.075 -3.912 -0.059
C 4.435 -4.833 -1.045
C 5.483 -5.734 -0.824
C 6.167 -5.717 0.396
C 5.769 -4.846 1.405
C 2.043 -2.433 1.955
C 1.047 -1.658 2.481
C -1.643 0.427 2.598
C -2.705 -0.025 1.826
H -4.012 -2.381 -0.908
H -3.084 -0.912 -0.409
H -4.344 -4.166 -0.293
H -6.094 -5.879 0.026
H -7.695 -5.712 1.937
H -7.446 -3.846 3.587
H -5.678 -2.129 3.272
H -3.560 -2.779 3.641
H -1.729 -1.919 5.035
H 0.050 -0.034 5.482
H 1.983 -1.709 5.789
H 3.816 -3.066 4.795
H 5.248 -1.897 3.796
H 6.360 -3.121 3.072
H 3.358 -3.125 -0.288
H 3.902 -4.830 -1.997
H 5.789 -6.438 -1.602
H 7.014 -6.380 0.584
H 6.283 -4.854 2.367
H 2.016 -2.774 0.923
H 0.215 -1.324 1.863
H -1.114 1.344 2.340
H -3.073 0.583 1.005
C -1.128 6.714 5.899
C -1.318 5.279 6.205
C -0.749 4.615 7.278
C -1.121 3.249 7.370
C -1.962 2.823 6.342
B 1.602 0.421 3.728
C -2.807 1.654 6.348
C -2.584 0.648 7.318
C -3.357 -0.503 7.333
C -4.397 -0.664 6.414
C -4.619 0.316 5.437
C -3.872 1.485 5.437
O 1.755 1.183 2.596
C 2.464 2.362 3.058
C 3.527 2.711 2.032
C 1.450 3.500 3.119
C 3.068 1.967 4.495
C 4.563 1.652 4.497
C 2.754 2.924 5.647
O 2.406 0.741 4.815
S -2.228 4.178 5.233
H -0.666 7.203 6.761
H -0.444 6.838 5.052
H -2.063 7.230 5.666
H -0.098 5.138 7.972
H -0.791 2.601 8.174
H -1.781 0.782 8.042
H -3.117 -1.286 8.053
H -5.024 -1.550 6.446
H -5.356 0.147 4.650
H -4.093 2.267 4.705
H 4.097 3.594 2.353
H 4.216 1.876 1.868
H 3.041 2.948 1.079
H 1.955 4.427 3.424
H 1.035 3.664 2.116
H 0.609 3.307 3.802
H 5.175 2.558 4.401
H 4.823 1.167 5.447
H 4.801 0.950 3.686
H 3.221 3.906 5.504
H 1.672 3.040 5.766
H 3.154 2.506 6.581
*
```

***

Record 2
This record from OMol25 describes a molecular structure, C46H45Cl2CsN2OP2SSi. The level of theory is wB97M-V/def2-TZVPD.

Output
- ΔE to the lowest compared entry with this formula, charge and spin (kcal per mole) = 11.6
- molecular weight (g/mol) = 967.79

Geometry as ORCA input:
```
! RIJCOSX wB97M-V def2-TZVPD def2/J DEFGRID3
* xyz 0 1
Cs -1.125 -1.756 0.098
O -1.725 0.707 1.578
S -0.345 1.295 1.554
C -0.404 2.957 0.836
C 0.286 3.997 1.453
C 0.302 5.258 0.883
C -0.384 5.487 -0.301
C -1.033 4.438 -0.927
C -1.033 3.148 -0.397
P -1.710 1.740 -1.405
C -3.399 2.338 -1.755
C -4.106 3.111 -0.837
C -5.433 3.446 -1.072
C -6.068 3.009 -2.223
C -5.375 2.227 -3.138
C -4.052 1.887 -2.903
C -0.841 1.991 -2.994
C -1.126 2.980 -3.937
C -0.388 3.066 -5.105
C 0.641 2.161 -5.350
C 0.920 1.162 -4.432
C 0.176 1.076 -3.262
C -0.033 1.682 3.271
C -0.894 2.553 3.931
C -0.749 2.747 5.291
C 0.242 2.059 5.985
C 1.071 1.169 5.325
C 0.944 0.957 3.952
P 1.907 -0.309 3.025
C 2.483 -1.380 4.387
C 3.674 -1.189 5.084
C 4.031 -2.047 6.114
C 3.198 -3.100 6.462
C 2.011 -3.301 5.773
C 1.660 -2.451 4.735
C 3.419 0.622 2.588
C 4.392 -0.059 1.857
C 5.553 0.580 1.458
C 5.750 1.920 1.767
C 4.785 2.610 2.484
C 3.626 1.964 2.896
H 0.812 3.831 2.382
H 0.840 6.060 1.372
H -0.399 6.473 -0.746
H -1.543 4.621 -1.863
H -3.621 3.455 0.068
H -5.968 4.050 -0.351
H -7.102 3.273 -2.407
H -5.866 1.875 -4.036
H -3.523 1.271 -3.620
H -1.945 3.671 -3.778
H -0.621 3.834 -5.832
H 1.211 2.228 -6.268
H 1.693 0.428 -4.622
H 0.366 0.262 -2.570
H -1.672 3.064 3.379
H -1.411 3.424 5.814
H 0.355 2.208 7.051
H 1.815 0.615 5.883
H 4.328 -0.367 4.817
H 4.962 -1.892 6.645
H 3.478 -3.769 7.266
H 1.364 -4.128 6.036
H 0.742 -2.623 4.183
H 4.237 -1.100 1.597
H 6.299 0.037 0.892
H 6.652 2.425 1.445
H 4.933 3.655 2.727
H 2.887 2.513 3.466
C 3.014 -0.909 -1.436
C 2.271 -1.707 -2.475
C 2.840 -1.998 -3.702
C 2.071 -2.753 -4.600
C 0.817 -3.170 -4.256
C 0.273 -2.846 -2.969
N 1.048 -2.103 -2.114
N -0.925 -3.196 -2.543
Si -2.230 -4.070 -3.135
C -3.545 -4.050 -1.774
C -1.850 -5.876 -3.517
C -3.023 -3.325 -4.675
H 3.971 -0.542 -1.807
H 3.197 -1.524 -0.553
H 2.415 -0.054 -1.111
H 3.838 -1.662 -3.949
H 2.475 -3.005 -5.575
H 0.213 -3.752 -4.941
H -3.159 -4.503 -0.854
H -4.443 -4.598 -2.065
H -3.844 -3.021 -1.552
H -1.427 -6.378 -2.644
H -1.111 -5.948 -4.320
H -2.740 -6.426 -3.832
H -3.303 -2.284 -4.493
H -3.914 -3.868 -4.997
H -2.311 -3.324 -5.505
Cl -1.418 -5.000 2.130
C -3.037 -4.763 2.803
Cl -3.569 -3.081 2.683
H -3.014 -5.034 3.851
H -3.728 -5.383 2.244
*
```

***

Record 3
This record from OMol25 describes 7 unconnected molecules or ions with the total composition C46H45ClF9I2N4O. The level of theory is wB97M-V/def2-TZVPD.

Output
- DFT total energy (eV) = -109615.050
- molecular weight (g/mol) = 1130.14

Geometry as ORCA input:
```
! RIJCOSX wB97M-V def2-TZVPD def2/J DEFGRID3
* xyz 1 1
C -0.880 8.878 -3.777
C -0.393 7.432 -3.968
C -0.872 6.561 -2.803
Cl 0.297 6.641 -1.479
C -1.181 5.121 -3.136
N -0.757 4.144 -2.368
C -1.225 3.002 -2.911
N -1.041 1.787 -2.425
C -0.332 1.462 -1.193
I -1.053 2.552 0.508
C -0.504 -0.041 -0.959
C 0.052 -0.521 0.373
I -2.604 -0.589 -0.985
N -1.912 3.298 -4.026
N -1.901 4.650 -4.175
C -2.574 5.352 -5.257
O -3.181 6.528 -4.818
C -4.460 6.368 -4.340
F -4.892 7.564 -3.951
F -5.271 5.882 -5.276
F -4.468 5.534 -3.290
H -1.013 9.053 -2.715
H -0.149 9.594 -4.123
H -1.837 9.038 -4.255
H 0.689 7.470 -3.977
H -0.696 7.054 -4.934
H -1.786 6.992 -2.409
H -1.412 1.011 -2.949
H 0.719 1.666 -1.349
H -0.049 -0.606 -1.764
H 1.011 -0.080 0.593
H -0.656 -0.426 1.179
H 0.228 -1.585 0.243
H -2.397 2.655 -4.633
H -3.241 4.682 -5.788
H -1.817 5.644 -5.972
F 1.545 -2.812 -1.518
C 2.853 -2.470 -1.463
C 3.805 -3.409 -1.797
C 5.144 -3.049 -1.747
C 5.511 -1.767 -1.361
C 4.535 -0.838 -1.026
C 3.194 -1.189 -1.078
H 3.500 -4.405 -2.090
H 5.903 -3.773 -2.011
H 6.556 -1.492 -1.321
H 4.818 0.160 -0.721
H 2.424 -0.478 -0.829
F 1.321 -0.356 2.849
C 1.874 -1.347 3.589
C 3.082 -1.882 3.192
C 3.640 -2.903 3.948
C 2.982 -3.374 5.076
C 1.765 -2.820 5.453
C 1.204 -1.794 4.708
H 3.573 -1.507 2.302
H 4.588 -3.333 3.657
H 3.415 -4.173 5.657
H 1.248 -3.192 6.327
H 0.259 -1.346 4.986
F -3.525 2.540 -6.942
C -2.818 2.818 -8.076
C -3.141 3.943 -8.810
C -2.409 4.232 -9.952
C -1.378 3.394 -10.350
C -1.072 2.267 -9.601
C -1.792 1.976 -8.451
H -3.955 4.582 -8.491
H -2.647 5.113 -10.533
H -0.813 3.619 -11.244
H -0.272 1.610 -9.911
H -1.565 1.103 -7.853
F 5.649 -4.816 5.596
C 5.970 -5.249 6.837
C 5.971 -4.344 7.877
C 6.295 -4.791 9.150
C 6.618 -6.124 9.360
C 6.613 -7.015 8.296
C 6.283 -6.580 7.022
H 5.722 -3.307 7.689
H 6.295 -4.096 9.978
H 6.873 -6.468 10.353
H 6.868 -8.054 8.458
H 6.266 -7.259 6.180
F -0.694 -5.010 6.017
C -1.071 -5.538 4.834
C -2.267 -6.223 4.760
C -2.655 -6.763 3.543
C -1.844 -6.618 2.425
C -0.644 -5.928 2.524
C -0.252 -5.378 3.735
H -2.880 -6.331 5.645
H -3.591 -7.299 3.467
H -2.148 -7.044 1.478
H -0.009 -5.817 1.655
H 0.676 -4.830 3.831
F -2.710 -1.142 3.061
C -3.854 -0.426 3.109
C -5.022 -1.049 3.497
C -6.191 -0.303 3.544
C -6.178 1.042 3.198
C -4.991 1.646 2.807
C -3.817 0.909 2.765
H -5.012 -2.099 3.756
H -7.114 -0.773 3.853
H -7.092 1.618 3.234
H -4.979 2.693 2.533
H -2.875 1.350 2.469
*
```

***

Record 4
This record from OMol25 describes a molecular structure, C46H45MnNPSb2. The level of theory is wB97M-V/def2-TZVPD.

Output
- ΔE to the lowest compared entry with this formula, charge and spin (kcal per mole) = 0.0
- molecular weight (g/mol) = 941.31
- <S²> = 8.765

Geometry as ORCA input:
```
! RIJCOSX wB97M-V def2-TZVPD def2/J DEFGRID3
* xyz 1 6
Mn -0.019 0.983 -1.618
C -3.388 0.481 -0.554
C -3.536 1.262 0.748
C -2.200 1.818 1.252
Sb -0.834 0.569 2.393
C 0.650 2.055 2.688
C 0.398 3.404 2.641
C 1.352 4.383 2.976
C 2.663 3.958 3.221
C 2.943 2.596 3.288
C 1.966 1.652 3.054
C -1.975 0.810 4.200
C -2.087 2.039 4.789
C -2.884 2.207 5.881
C -3.540 1.143 6.461
C -3.406 -0.118 5.898
C -2.657 -0.280 4.720
Sb -1.766 -0.942 -0.734
C -2.763 -2.451 0.368
C -2.305 -2.856 1.624
C -3.108 -3.710 2.393
C -4.373 -4.090 1.929
C -4.847 -3.688 0.694
C -3.997 -2.948 -0.096
C -2.293 -1.548 -2.708
C -2.922 -0.720 -3.631
C -3.080 -1.128 -4.943
C -2.710 -2.406 -5.364
C -2.129 -3.288 -4.461
C -1.884 -2.860 -3.160
H -3.219 1.200 -1.316
H -4.273 -0.091 -0.848
H -4.020 0.725 1.539
H -4.182 2.112 0.439
H -2.355 2.676 1.923
H -1.503 2.233 0.484
H -0.604 3.783 2.390
H 1.165 5.473 2.982
H 3.449 4.673 3.441
H 3.923 2.256 3.568
H 2.254 0.604 3.152
H -1.551 2.879 4.427
H -2.954 3.195 6.323
H -4.091 1.207 7.393
H -3.913 -0.990 6.299
H -2.614 -1.253 4.220
H -1.328 -2.518 1.945
H -2.731 -4.026 3.339
H -4.983 -4.705 2.576
H -5.838 -4.019 0.331
H -4.354 -2.666 -1.065
H -3.266 0.256 -3.287
H -3.519 -0.405 -5.640
H -3.016 -2.792 -6.338
H -1.880 -4.306 -4.705
H -1.457 -3.518 -2.439
N 0.521 0.287 -3.731
C 1.933 0.064 -4.021
C 2.386 -0.050 -5.360
C 3.708 -0.271 -5.654
C 4.627 -0.456 -4.594
C 4.180 -0.371 -3.277
C 2.871 -0.035 -2.981
P 2.275 0.228 -1.255
C 3.489 1.129 -0.301
C 4.731 0.599 0.058
C 5.756 1.448 0.506
C 5.499 2.763 0.729
C 4.217 3.252 0.504
C 3.230 2.481 -0.070
C 2.174 -1.468 -0.710
C 2.169 -1.727 0.638
C 2.021 -3.018 1.113
C 1.899 -4.109 0.267
C 1.960 -3.861 -1.107
C 2.099 -2.583 -1.579
H 0.158 1.058 -4.346
H -0.046 -0.552 -3.956
H 1.673 0.132 -6.160
H 4.057 -0.277 -6.698
H 5.694 -0.623 -4.731
H 4.886 -0.629 -2.492
H 4.925 -0.497 -0.017
H 6.753 1.105 0.763
H 6.218 3.432 1.130
H 4.068 4.323 0.717
H 2.246 2.919 -0.348
H 2.275 -0.901 1.330
H 2.005 -3.121 2.187
H 1.808 -5.061 0.724
H 1.951 -4.667 -1.817
H 2.217 -2.381 -2.645
C -0.292 3.014 -1.962
H -0.689 3.354 -2.888
H 0.771 3.333 -1.926
H -0.832 3.425 -1.119
*
```

***

Q: Which max |F| values were calculated for the entries above? A: 3.67; 0.46; 1.17; 2.19, in eV/Å.